# 1
Computed, not measured: C8H19N2O4Se2Tc as an isolated structure, with the ωB97M-V functional and the def2-TZVPD basis.

Output
- ΔE to the lowest compared entry with this formula, charge and spin (kJ/mol) = 231.5
- multiplicity = 4
- gap between HOMO and LUMO (alpha / beta) (eV) = 3.3 / 3.1
- <S²> = 3.781
- electronic energy (Eh) = -5609.03589
- total charge = +3

Last column: Löwdin spin population.
CARTESIAN COORDINATES (ANGSTROEM)
Tc (-0.2837, 0.9062, -0.1834)  2.592
C (-0.7164, -4.9756, -4.0149)  0.001
Se (-0.7299, -3.2054, -3.1540)  0.011
C (0.8682, -3.4396, -2.0316)  0.003
C (0.7519, -2.6097, -0.7919)  0.025
Se (1.4107, -0.7456, -1.1055)  -0.002
C (2.8051, -0.6569, 0.2666)  0.005
H (-0.0940, -4.9634, -4.9005)  0.000
H (-1.7447, -5.1783, -4.2913)  0.000
H (-0.3635, -5.7236, -3.3120)  0.000
H (1.7536, -3.1907, -2.6192)  0.001
H (0.9572, -4.4902, -1.7438)  0.002
H (1.4084, -2.9762, 0.0008)  0.002
H (-0.2630, -2.5648, -0.3900)  0.002
H (3.5698, -1.3655, -0.0496)  0.000
H (2.3876, -0.9258, 1.2320)  0.000
H (3.2169, 0.3497, 0.2751)  0.001
C (-0.9852, 3.4392, 4.5081)  0.003
N (-0.8205, 2.9200, 3.1229)  0.030
C (-1.3281, 3.8088, 2.0701)  0.004
C (-0.2669, 1.7735, 2.9165)  0.005
C (0.2121, 0.9091, 4.0271)  -0.001
O (-0.0660, 1.2847, 1.6615)  0.124
H (-1.2675, 4.4864, 4.4423)  0.000
H (-0.0518, 3.3599, 5.0573)  0.001
H (-1.7715, 2.8868, 5.0202)  0.001
H (-2.3391, 4.1166, 2.3328)  0.001
H (-1.3565, 3.3074, 1.1060)  0.002
H (-0.6908, 4.6899, 2.0057)  0.001
H (1.0958, 1.3544, 4.4915)  0.000
H (0.4710, -0.0773, 3.6517)  0.000
H (-0.5509, 0.8130, 4.7976)  0.000
O (-1.7206, 4.1053, -2.4607)  0.007
N (-1.3738, 3.2484, -3.1076)  0.002
O (-1.0765, 2.5445, -3.9661)  0.004
O (-1.2390, 1.6346, -1.4063)  0.174


# 2
Computed, not measured: a 2-piece molecular cluster, C8H19N2S overall, with the ωB97M-V functional and the def2-TZVPD basis.

Output
- ΔE to the lowest compared entry with this formula, charge and spin (kJ/mol) = 373.8
- gap between HOMO and LUMO (eV) = 9.7
- electronic energy (Eh) = -823.58381
- total charge = +1

Last column: natural (NBO) charge in e.
CARTESIAN COORDINATES (ANGSTROEM)
C (1.9492, 0.2587, -0.2866)  -0.037
C (-2.4670, -0.9623, -1.4208)  -0.614
C (-3.0832, 0.3915, 0.6976)  -0.609
C (-0.7464, -1.5928, 1.5779)  -0.059
C (3.3981, 2.1850, 0.2643)  -0.429
C (0.9996, 2.5202, -0.1696)  -0.430
C (2.3480, -2.3827, -0.5739)  -0.741
C (-2.4277, -0.9172, 0.1917)  -0.058
N (-0.9196, -0.8439, 0.5595)  -0.457
N (2.1799, 1.5356, -0.0598)  -0.281
S (3.2045, -0.8623, -0.2552)  0.434
H (-3.4221, -0.6010, -1.8932)  0.227
H (-1.6349, -0.4038, -1.7322)  0.201
H (-2.2966, -1.9812, -1.7181)  0.213
H (-4.1091, 0.4455, 0.3875)  0.229
H (-2.5561, 1.3830, 0.3770)  0.199
H (-2.9905, 0.3310, 1.7352)  0.207
H (0.3376, -1.5566, 1.9711)  0.173
H (0.8919, 0.0346, -0.1628)  0.288
H (-1.5743, -2.1623, 2.0447)  0.187
H (4.2724, 1.5761, 0.3381)  0.238
H (3.1877, 2.6352, 1.1943)  0.232
H (3.5664, 2.8765, -0.5468)  0.232
H (-0.0116, 2.0555, 0.3271)  0.247
H (0.6847, 2.3909, -1.2028)  0.230
H (1.2148, 3.5120, 0.1007)  0.241
H (2.6762, -3.1779, 0.0969)  0.258
H (2.5338, -2.7612, -1.5704)  0.251
H (1.3665, -2.0977, -0.4912)  0.237
H (-2.9316, -1.7620, 0.6973)  0.191


# 3
Computed, not measured: a 2-piece molecular cluster, C8H19N3O overall, with the ωB97M-V functional and the def2-TZVPD basis.

Output
- ΔE to the lowest compared entry with this formula, charge and spin (kJ/mol) = 226.1
- SMILES string = C[C@H]1[C@@H](N)[C@H]1N.CCC/C=N/O
- gap between HOMO and LUMO (eV) = 9.4
- electronic energy (Eh) = -555.61195

Last column: natural (NBO) charge in e.
CARTESIAN COORDINATES (ANGSTROEM)
C (2.2648, 1.3506, 1.0383)  -0.621
C (2.7748, 0.6191, -0.1740)  -0.259
C (2.6872, -0.8841, -0.2438)  -0.058
N (2.1180, -1.6584, 0.8064)  -0.827
C (1.7939, -0.0617, -1.1211)  -0.065
N (0.3925, -0.0307, -0.9303)  -0.862
H (1.6727, 0.6863, 1.6769)  0.198
H (3.0612, 1.7638, 1.6578)  0.218
H (1.6323, 2.1839, 0.6914)  0.220
H (3.6126, 1.0594, -0.6772)  0.212
H (3.4934, -1.4160, -0.7546)  0.199
H (2.8079, -1.7569, 1.5415)  0.364
H (1.3014, -1.2003, 1.2054)  0.353
H (2.1105, -0.0286, -2.1612)  0.184
H (0.0374, 0.7944, -0.4657)  0.378
H (0.0385, -0.8729, -0.4748)  0.365
C (-1.9192, -2.3195, -0.8400)  -0.634
C (-1.9605, -1.7895, 0.5902)  -0.393
C (-2.6080, -0.3989, 0.8279)  -0.456
C (-2.1899, 0.7729, -0.0275)  0.033
N (-1.7457, 1.8728, 0.4654)  -0.114
O (-1.3494, 2.8522, -0.4538)  -0.554
H (-1.6544, -1.5812, -1.6034)  0.219
H (-2.9094, -2.6733, -1.1256)  0.206
H (-1.2298, -3.1709, -0.8961)  0.223
H (-0.9363, -1.8003, 1.0104)  0.193
H (-2.5132, -2.5240, 1.1795)  0.217
H (-2.4338, -0.1045, 1.8857)  0.232
H (-3.6920, -0.4870, 0.6944)  0.218
H (-2.2892, 0.6477, -1.1107)  0.166
H (-1.7271, 2.6443, -1.3340)  0.447


# 4
Computed, not measured: a 3-piece molecular cluster, C8H19N3O8Si overall, with the ωB97M-V functional and the def2-TZVPD basis.

Output
- SMILES string = CC(=O)OCCC[SiH2]CON=O.C[N+](=O)[O-].C[N+](=O)[O-]
- gap between HOMO and LUMO (eV) = 9.5
- electronic energy (Eh) = -1371.56685

Last column: natural (NBO) charge in e.
CARTESIAN COORDINATES (ANGSTROEM)
C (0.6147, -1.4933, 0.1615)  -0.742
C (0.6097, -1.5364, -1.3417)  0.797
O (-0.0896, -2.2898, -1.8826)  -0.568
O (1.4286, -0.7694, -2.0825)  -0.508
C (1.5702, 0.5855, -1.6445)  -0.084
C (0.4363, 1.5306, -2.0970)  -0.431
C (-0.2873, 2.2263, -0.9143)  -0.850
Si (-1.9987, 1.5495, -0.4302)  1.095
C (-2.5125, -0.0612, -1.3056)  -0.531
O (-3.8271, 0.1225, -1.9085)  -0.456
N (-3.9566, -0.9022, -2.9041)  0.392
O (-3.8472, -0.4749, -3.9788)  -0.231
H (-0.2536, -0.9379, 0.5125)  0.261
H (1.5123, -1.0351, 0.5692)  0.218
H (0.5337, -2.4899, 0.5580)  0.237
H (2.4808, 0.9466, -2.1003)  0.196
H (1.7071, 0.6973, -0.5778)  0.191
H (0.8966, 2.3247, -2.6737)  0.211
H (-0.2471, 1.0528, -2.7872)  0.216
H (0.3362, 2.2759, -0.0287)  0.242
H (-0.4624, 3.2515, -1.2265)  0.240
H (-3.0271, 2.5592, -0.7384)  -0.164
H (-1.9997, 1.3490, 1.0365)  -0.168
H (-1.8350, -0.3905, -2.0865)  0.212
H (-2.5530, -0.8611, -0.5671)  0.211
C (4.8897, 1.9298, 1.9431)  -0.484
N (3.5102, 1.7981, 1.3969)  0.536
O (2.6624, 1.3002, 2.1114)  -0.368
O (3.3264, 2.1989, 0.2641)  -0.384
H (4.9007, 1.5334, 2.9516)  0.233
H (5.5525, 1.3653, 1.2939)  0.237
H (5.1437, 2.9855, 1.9353)  0.238
C (-2.2916, -3.5388, 2.5297)  -0.487
N (-2.0217, -2.0980, 2.7976)  0.542
O (-1.4870, -1.4536, 1.9102)  -0.399
O (-2.3524, -1.6685, 3.8804)  -0.360
H (-1.9445, -3.7761, 1.5300)  0.235
H (-1.7546, -4.1150, 3.2774)  0.235
H (-3.3632, -3.6909, 2.6167)  0.239


# 5
Computed, not measured: an isolated ion of composition C8H19N5S and charge +2, with the ωB97M-V functional and the def2-TZVPD basis.

Output
- ΔE to the lowest compared entry with this formula, charge and spin (kJ/mol) = 305.2
- gap between HOMO and LUMO (eV) = 8.2
- electronic energy (Eh) = -987.49420
- total charge = +2

Last column: natural (NBO) charge in e.
CARTESIAN COORDINATES (ANGSTROEM)
C (0.2497, 0.9261, -2.0554)  0.407
C (-1.7088, 0.6938, -0.5449)  0.536
C (1.3238, -0.0758, -0.1595)  0.263
C (-2.0095, -2.8111, 0.7249)  -0.644
C (2.0384, 3.0655, 1.3680)  -0.658
C (1.7337, -2.7238, -0.9199)  -0.680
C (-2.2277, -1.3066, 0.8330)  -0.216
C (1.2312, 2.4207, 0.3519)  -0.241
N (1.1885, 0.1764, -1.5080)  -0.617
N (-0.9483, 1.2333, -1.6710)  -0.483
N (-2.3746, 1.6436, -0.0720)  -0.661
N (-1.5995, -0.6189, -0.3213)  -0.665
N (1.1764, 0.9654, 0.6717)  -0.478
S (1.8198, -1.4738, 0.4710)  0.532
H (0.3969, 1.2997, -3.0441)  0.253
H (-2.7348, -3.3388, 1.3100)  0.272
H (-2.0620, -3.2776, -0.2777)  0.221
H (-0.9558, -3.1276, 1.0818)  0.209
H (3.1420, 3.1055, 1.1532)  0.254
H (1.7564, 4.1977, 1.3581)  0.272
H (1.7048, 2.7799, 2.4384)  0.240
H (2.6245, -3.1776, -1.0013)  0.252
H (1.4870, -2.1290, -1.8069)  0.220
H (0.9303, -3.5690, -0.6450)  0.284
H (-3.3169, -0.9402, 0.7947)  0.215
H (-1.8119, -0.8924, 1.7110)  0.212
H (0.3448, 2.8772, 0.4832)  0.244
H (1.7230, 2.4254, -0.5836)  0.205
H (2.0187, -0.1034, -2.1769)  0.492
H (-1.5625, 1.7949, -2.2985)  0.483
H (-3.1607, 1.5251, 0.5839)  0.403
H (-1.4725, -1.4808, -1.0186)  0.441
H (1.3578, 0.8269, 1.6160)  0.432


# 6
Computed, not measured: a 2-piece molecular cluster, C8H19NO overall, with the ωB97M-V functional and the def2-TZVPD basis.

Output
- ΔE to the lowest compared entry with this formula, charge and spin (kJ/mol) = 372.7
- SMILES string = CCN(C)C(C)=O.CCC
- gap between HOMO and LUMO (eV) = 9.8
- electronic energy (Eh) = -446.09077

Last column: natural (NBO) charge in e.
CARTESIAN COORDINATES (ANGSTROEM)
C (0.8816, -2.1150, -0.2882)  -0.619
C (2.1841, -1.3978, -0.7848)  -0.211
N (2.1016, 0.0056, -1.2743)  -0.439
C (2.6049, 0.3241, -2.6287)  -0.362
C (1.8071, 1.0802, -0.5239)  0.656
C (1.5222, 1.4153, 1.0259)  -0.670
O (1.7150, 2.1621, -1.1447)  -0.669
H (0.1916, -1.4586, 0.3086)  0.221
H (1.1814, -3.2064, -0.0373)  0.222
H (0.3463, -2.3183, -1.1022)  0.201
H (3.0345, -1.1808, -0.0129)  0.194
H (2.5072, -2.1282, -1.4777)  0.207
H (3.4249, 0.9082, -2.4336)  0.205
H (2.8738, -0.6964, -3.1093)  0.179
H (1.9146, 0.7661, -3.2155)  0.209
H (0.4978, 1.2968, 1.0584)  0.224
H (2.0300, 0.7464, 1.7397)  0.201
H (1.9607, 2.3814, 1.3857)  0.248
C (-2.2787, 0.5036, -0.0144)  -0.620
C (-3.6522, 0.5459, 0.9355)  -0.390
C (-3.1158, 0.0298, 2.2895)  -0.632
H (-1.7326, 1.4656, -0.0349)  0.221
H (-1.8274, -0.3200, 0.5411)  0.196
H (-2.5904, 0.0777, -0.9244)  0.206
H (-4.1073, 1.5427, 1.0470)  0.207
H (-4.3847, -0.2174, 0.5024)  0.197
H (-2.4162, 0.7112, 2.7845)  0.206
H (-3.9453, 0.0781, 3.0262)  0.204
H (-2.7289, -1.0017, 2.3625)  0.206